# 1
C4H4O | ωB97M-V with the def2-TZVPD basis set

```
9
Properties=species:S:1:pos:R:3:lowdin_charge:R:1
O 2.59 0.86 -0.34 -0.16
C 1.22 0.54 -0.37 -0.53
C 0.74 -0.70 -0.48 -0.09
H 2.69 1.82 -0.34 0.04
H 0.59 1.43 -0.20 0.04
C -2.16 -0.79 0.95 -0.10
C -1.66 -1.17 -0.12 -0.18
H -2.15 -0.29 1.93 -0.01
H -1.86 -1.70 -1.04 0.00
```

spin multiplicity = 2
ΔE to the lowest compared entry with this formula, charge and spin = 32.77 kcal per mole
E = -6253.835 eV
net charge = -1
HOMO level (spin up / spin down) = -1.348 / -2.929 eV
gap between HOMO and LUMO (spin up / spin down) = 5.77 / 6.99 eV


# 2
C4H4O | ωB97M-V with the def2-TZVPD basis set

```
9
Properties=species:S:1:pos:R:3:lowdin_charge:R:1
C 1.29 0.06 1.51 -0.36
C 0.48 -0.26 -0.65 -0.08
C 0.61 0.81 0.52 -0.10
C 0.17 -0.60 0.68 -0.15
O 2.02 -0.08 2.44 0.11
H -0.20 0.00 -1.40 0.10
H 1.47 -0.61 -1.00 0.12
H 0.22 1.79 0.40 0.13
H -1.33 -1.17 1.63 0.23
```

ΔE to the lowest compared entry with this formula, charge and spin = 128.12 kcal per mole
E = -6253.824 eV
net charge = 0
HOMO level = -9.324 eV
gap between HOMO and LUMO = 9.06 eV


# 3
C4H4O | ωB97M-V with the def2-TZVPD basis set

```
9
Properties=species:S:1:pos:R:3:lowdin_charge:R:1
C 1.32 -1.02 -0.01 -0.03
C 0.45 0.21 0.02 -0.48
C -0.99 -0.07 0.07 -0.05
C -2.20 -0.20 -0.05 0.14
H 1.89 -1.11 0.95 0.10
H 2.08 -0.99 -0.81 0.09
H 0.76 -1.98 -0.17 0.09
H -3.29 -0.24 -0.01 0.05
O 0.88 1.35 -0.02 0.09
```

ΔE to the lowest compared entry with this formula, charge and spin = 34.81 kcal per mole
E = -6257.870 eV
net charge = 0
HOMO level = -10.418 eV
gap between HOMO and LUMO = 10.54 eV
SMILES = C#CC(C)=O


# 4
C4H4O | ωB97M-V with the def2-TZVPD basis set

```
9
Properties=species:S:1:pos:R:3:lowdin_charge:R:1
C 0.90 -0.99 0.06 -0.09
C 0.99 1.04 -0.06 -0.15
C -0.31 -1.48 -0.06 0.00
C -0.21 1.44 0.10 -0.03
O 1.81 0.02 -0.02 0.03
H -0.26 -2.43 0.37 0.04
H -1.26 -0.97 -0.41 0.09
H -0.49 2.46 -0.20 0.07
H -1.16 0.91 0.23 0.05
```

ΔE to the lowest compared entry with this formula, charge and spin = 146.48 kcal per mole
E = -6253.027 eV
net charge = 0
HOMO level (spin up / spin down) = -8.925 / -8.907 eV
gap between HOMO and LUMO (spin up / spin down) = 8.95 / 8.84 eV


# 5
C4H4O | ωB97M-V with the def2-TZVPD basis set

```
9
Properties=species:S:1:pos:R:3:lowdin_charge:R:1
C -0.78 1.36 0.53 0.16
C 0.11 1.53 -0.39 -0.29
C -0.30 -1.75 0.31 -0.15
C 1.04 1.52 -1.27 0.07
O -1.40 -1.30 0.17 -0.02
H -1.41 0.61 0.81 -0.01
H 0.16 -1.94 1.32 0.09
H 0.47 -1.97 -0.44 0.08
H 2.11 1.94 -1.03 0.07
```

ΔE to the lowest compared entry with this formula, charge and spin = 144.19 kcal per mole
E = -6253.127 eV
net charge = 0
HOMO level (spin up / spin down) = -8.733 / -8.716 eV
gap between HOMO and LUMO (spin up / spin down) = 7.25 / 7.27 eV


# 6
C4H4O | ωB97M-V with the def2-TZVPD basis set

```
9
Properties=species:S:1:pos:R:3:lowdin_charge:R:1
C 1.14 0.62 1.04 -0.03
C 0.23 0.67 -0.06 -0.33
O 1.10 1.70 0.03 0.05
C -0.79 0.13 -0.65 -0.03
C -1.36 -0.99 -1.02 0.00
H -0.70 -1.79 -1.31 0.06
H 0.79 0.85 2.03 0.11
H 2.02 -0.01 0.95 0.12
H -2.43 -1.19 -1.01 0.05
```

ΔE to the lowest compared entry with this formula, charge and spin = 74.84 kcal per mole
E = -6256.134 eV
net charge = 0
HOMO level = -8.991 eV
gap between HOMO and LUMO = 9.71 eV
SMILES = C=C=C1CO1


# 7
C4H4O | ωB97M-V with the def2-TZVPD basis set

```
9
Properties=species:S:1:pos:R:3:lowdin_charge:R:1
C -2.67 0.29 0.01 0.12
C -1.56 -0.11 -0.19 -0.12
C 1.99 -0.32 -0.04 0.04
C 0.77 0.14 -0.09 -0.22
O -0.27 -0.80 -0.24 -0.04
H -3.60 0.61 0.27 0.01
H 2.67 0.46 0.14 0.05
H 2.11 -1.39 0.05 0.08
H 0.55 1.11 0.07 0.08
```

ΔE to the lowest compared entry with this formula, charge and spin = 81.33 kcal per mole
E = -6255.852 eV
net charge = 0
HOMO level = -9.449 eV
gap between HOMO and LUMO = 10.40 eV
SMILES = C#COC=C


# 8
C4H4O | ωB97M-V with the def2-TZVPD basis set

```
9
Properties=species:S:1:pos:R:3:lowdin_charge:R:1
O -0.80 0.77 0.72 0.01
C -1.12 0.41 -0.54 -0.13
C -0.10 -0.29 -1.18 -0.11
C 0.93 -0.30 -0.13 -0.15
C 0.44 0.29 0.99 -0.12
H -2.08 0.79 -0.86 0.12
H 0.03 -1.36 -0.70 0.15
H 1.90 -0.75 -0.29 0.11
H 0.80 0.42 1.99 0.12
```

ΔE to the lowest compared entry with this formula, charge and spin = 75.50 kcal per mole
E = -6256.105 eV
net charge = 0
HOMO level = -8.805 eV
gap between HOMO and LUMO = 9.57 eV
SMILES = c1ccoc1


# 9
C4H4O | ωB97M-V with the def2-TZVPD basis set

```
9
Properties=species:S:1:pos:R:3:lowdin_charge:R:1
C 2.03 0.51 -0.43 -0.06
C 1.14 0.52 0.58 -0.10
C -1.98 -0.67 -0.03 -0.14
C 1.51 -0.72 -0.06 0.02
O -1.67 0.49 0.00 -0.04
H 2.65 1.12 -1.02 0.08
H 0.54 1.04 1.27 0.07
H -1.32 -1.42 0.41 0.07
H -2.91 -0.88 -0.69 0.10
```

spin multiplicity = 3
ΔE to the lowest compared entry with this formula, charge and spin = 87.15 kcal per mole
E = -6251.537 eV
net charge = 0
HOMO level (spin up / spin down) = -5.670 / -10.097 eV
gap between HOMO and LUMO (spin up / spin down) = 6.70 / 8.72 eV


# 10
C4H4O2 | ωB97M-V with the def2-TZVPD basis set

```
10
Properties=species:S:1:pos:R:3:lowdin_charge:R:1
O 0.35 0.65 -2.12 0.07
C 1.24 0.52 -1.31 -0.34
O 1.20 -0.15 -0.15 -0.03
C -0.06 -0.72 0.22 -0.22
C -0.36 -0.24 1.60 -0.06
C -1.42 0.35 1.78 0.14
H 2.26 0.91 -1.40 0.15
H -0.85 -0.40 -0.51 0.13
H -0.03 -1.80 0.20 0.12
H -2.33 0.88 1.69 0.05
```

ΔE to the lowest compared entry with this formula, charge and spin = 69.58 kcal per mole
E = -8304.060 eV
net charge = 0
HOMO level = -10.228 eV
gap between HOMO and LUMO = 10.44 eV
SMILES = C#CCOC=O


# 11
C4H4O2 | ωB97M-V with the def2-TZVPD basis set

```
10
Properties=species:S:1:pos:R:3:lowdin_charge:R:1
C 0.49 0.69 -0.61 -0.22
C -0.83 -1.50 -0.20 -0.18
C 0.44 0.20 0.66 -0.10
C -0.08 -1.12 0.82 -0.11
O 0.57 2.03 -0.87 -0.02
O -1.66 -1.96 -0.91 0.17
H -0.29 2.42 -0.65 0.11
H 0.81 0.11 -1.47 0.12
H 0.49 0.86 1.52 0.12
H 0.07 -1.72 1.71 0.11
```

ΔE to the lowest compared entry with this formula, charge and spin = 40.04 kcal per mole
E = -8305.341 eV
net charge = 0
HOMO level = -8.167 eV
gap between HOMO and LUMO = 8.86 eV
SMILES = O=C=C/C=C/O


# 12
C4H4O2 | ωB97M-V with the def2-TZVPD basis set

```
10
Properties=species:S:1:pos:R:3:lowdin_charge:R:1
C -1.92 -0.11 -0.02 -0.12
C -3.13 -0.24 0.07 0.12
C 0.66 0.70 -0.12 -0.44
C 1.82 -0.33 0.04 0.03
O -0.53 -0.07 -0.07 0.00
O 0.62 1.87 -0.08 0.16
H -4.11 -0.35 0.22 -0.01
H 1.70 -1.43 0.11 0.10
H 2.57 0.00 0.75 0.08
H 2.33 -0.04 -0.90 0.09
```

ΔE to the lowest compared entry with this formula, charge and spin = 70.74 kcal per mole
E = -8304.010 eV
net charge = 0
HOMO level = -10.023 eV
gap between HOMO and LUMO = 10.74 eV
SMILES = C#COC(C)=O